{
  "formula": "C19H32ClIrN3",
  "method": "wB97M-V/def2-TZVPD",
  "multiplicity": 6,
  "largest_force_ha_per_bohr": 0.0702,
  "orbital_gap_ev": [3.47, 5.27],
  "e_above_lowest_kcal_mol": 0.0,
  "total_energy_ev": -40029.9542,
  "charge": 2,
  "species": ["C", "C", "C", "C", "Cl", "H", "H", "H", "H", "H", "H", "H", "H", "H", "C", "C", "C", "H", "C", "C", "H", "H", "H", "H", "C", "C", "C", "H", "C", "C", "H", "H", "H", "H", "Ir", "C", "N", "C", "C", "N", "N", "C", "C", "H", "H", "H", "H", "H", "H", "H", "H", "H", "H", "H", "H", "H"],
  "xyz": [[3.805, -3.307, -4.810], [3.117, -2.357, -5.726], [5.091, -2.918, -4.176], [3.093, -4.530, -4.356], [1.534, -1.247, -1.793], [5.969, -3.289, -4.725], [5.214, -3.320, -3.158], [5.238, -1.828, -4.125], [3.353, -2.530, -6.786], [3.399, -1.308, -5.547], [2.019, -2.438, -5.677], [3.336, -5.418, -4.958], [1.998, -4.441, -4.436], [3.345, -4.820, -3.324], [0.230, 1.586, 0.421], [1.679, 1.666, 0.257], [1.930, 1.811, -1.162], [2.385, 1.748, 1.081], [0.731, 1.603, -1.857], [-0.314, 1.306, -0.902], [-1.363, 1.068, -1.072], [-0.329, 1.676, 1.346], [2.913, 2.033, -1.585], [0.574, 1.630, -2.939], [-0.516, -1.765, 0.844], [0.118, -0.856, 1.795], [1.536, -1.202, 1.807], [-0.361, -0.073, 2.377], [1.677, -2.461, 1.121], [0.442, -2.797, 0.546], [0.205, -3.694, -0.025], [-1.556, -1.685, 0.520], [2.293, -0.657, 2.368], [2.605, -3.036, 1.085], [0.860, -0.284, 0.005], [-3.449, -0.186, 3.213], [-3.631, 1.247, 3.066], [-4.083, 1.954, 4.249], [-3.338, 1.826, 1.853], [-2.878, 1.135, 0.837], [-3.485, 3.174, 1.620], [-3.921, 4.268, 2.458], [-3.201, 3.618, 0.268], [-3.913, -0.514, 4.147], [-2.381, -0.459, 3.235], [-3.929, -0.706, 2.374], [-3.314, 2.641, 4.634], [-5.033, 2.476, 4.069], [-4.271, 1.216, 5.038], [-2.724, 0.156, 1.077], [-3.174, 5.076, 2.413], [-4.871, 4.672, 2.073], [-4.053, 3.985, 3.495], [-2.355, 4.327, 0.250], [-2.951, 2.729, -0.324], [-4.077, 4.125, -0.168]],
  "mulliken_charge": [0.863, -1.186, -1.200, -1.190, -0.291, 0.295, 0.308, 0.309, 0.313, 0.299, 0.294, 0.308, 0.297, 0.302, -0.565, -1.006, -0.243, 0.569, -1.003, 0.103, 0.524, 0.818, 0.479, 0.481, 0.066, -0.496, -0.933, 0.788, -0.253, -1.054, 0.487, 0.495, 0.555, 0.486, 0.989, -1.018, 0.049, -1.209, 0.976, -0.367, 0.144, -0.816, -0.937, 0.347, 0.296, 0.430, 0.403, 0.452, 0.342, -0.152, 0.330, 0.354, 0.333, 0.396, 0.245, 0.392]
}